Below is an isolated molecule of C4H11NOS at a distorted geometry, with properties calculated with ωB97M-V with the def2-TZVPD basis set.

* SMILES: OCNCCCS
* calculated total energy: -18698.034 eV
* HOMO: -8.4660 eV
* energy above the lowest of the compared OMol25 structures with the same formula, charge and spin: 43.5 kcal per mole
* 2S+1: 1
* lowest unoccupied orbital energy: 0.87 eV

Each atom is followed by the atoms it is bonded to, with distances in Å.
Geometry (Å):
1 C -1.744 -1.394 -0.111  H2 1.088, S4 1.822, C8 1.528, H9 1.092
2 H -2.112 -2.343 -0.496  C1 1.088
3 N 1.525 0.349 0.358  C7 1.451, H16 0.996, C18 1.447
4 S -2.639 0.045 -0.779  C1 1.822, H5 1.349
5 H -3.910 -0.270 -0.455  S4 1.349
6 H -0.180 -0.470 -1.072  C8 1.096
7 C 0.509 -0.552 0.870  N3 1.451, C8 1.568, H13 1.088, H17 1.094
8 C -0.235 -1.261 -0.315  C1 1.528, H6 1.096, C7 1.568, H12 1.083
9 H -2.008 -1.327 0.946  C1 1.092
10 H 2.363 2.442 -1.315  O11 0.943
11 O 2.368 2.367 -0.375  H10 0.943, C18 1.438
12 H 0.335 -2.139 -0.592  C8 1.083
13 H 1.047 -1.301 1.446  C7 1.088
14 H 0.699 2.236 0.816  C18 1.084
15 H 0.587 1.658 -0.940  C18 1.088
16 H 2.487 0.245 0.595  N3 0.996
17 H -0.240 0.020 1.425  C7 1.094
18 C 1.150 1.697 -0.009  N3 1.447, O11 1.438, H14 1.084, H15 1.088

Below is a cluster of 2 separate species, C4H11NOS in total, with properties calculated with ωB97M-V with the def2-TZVPD basis set.

* SMILES: NCC=O.CCS
* calculated total energy: -18698.567 eV
* HOMO: -9.3792 eV
* energy above the lowest of the compared OMol25 structures with the same formula, charge and spin: 31.2 kcal per mole
* 2S+1: 1
* lowest unoccupied orbital energy: 0.62 eV

Each atom is followed by the atoms it is bonded to, with distances in Å.
Geometry (Å):
1 H -0.403 -3.306 -0.622  C17 1.082
2 H -2.605 -2.292 0.033  C18 1.085
3 H 1.285 0.927 0.888  C6 1.092
4 S -0.629 -1.178 -1.691  H5 1.331, C17 1.829
5 H 0.184 -1.845 -2.507  S4 1.331
6 C 0.781 1.721 0.333  H3 1.092, H12 1.093, N14 1.456, C16 1.508
7 H 1.965 3.510 0.854  C16 1.104
8 H -1.690 -2.870 1.437  C18 1.089
9 H 0.750 2.393 -1.576  N14 1.013
10 H -1.742 -1.155 1.072  C18 1.086
11 O 0.367 3.344 2.051  C16 1.199
12 H -0.289 1.501 0.341  C6 1.093
13 H 1.388 0.919 -1.436  N14 1.012
14 N 1.362 1.831 -0.997  C6 1.456, H9 1.013, H13 1.012
15 H 0.415 -2.036 0.312  C17 1.082
16 C 1.042 2.973 1.132  C6 1.508, H7 1.104, O11 1.199
17 C -0.474 -2.294 -0.249  H1 1.082, S4 1.829, H15 1.082, C18 1.519
18 C -1.707 -2.144 0.625  H2 1.085, H8 1.089, H10 1.086, C17 1.519

Below is a cluster of 2 separate species, C4H11NOS in total, with properties calculated with ωB97M-V with the def2-TZVPD basis set.

* ⟨S²⟩: 0.753
* calculated total energy: -18688.780 eV
* HOMO (alpha / beta): -11.3171 / -11.3081 eV
* charge: +1
* energy above the lowest of the compared OMol25 structures with the same formula, charge and spin: 53.1 kcal per mole
* 2S+1: 2
* lowest unoccupied orbital energy (alpha / beta): -4.17 / -9.28 eV

Each atom is followed by the atoms it is bonded to, with distances in Å.
Geometry (Å):
1 H 1.554 2.037 -1.580  C14 1.101
2 O -0.451 -2.578 3.340  C5 1.355, H17 0.968
3 H -1.494 0.909 -3.976  S12 1.351
4 H 1.350 1.223 0.783  N6 1.012
5 C -0.413 -1.740 2.276  O2 1.355, H13 1.089, C18 1.321
6 N 0.982 0.677 0.015  H4 1.012, H7 1.018, C14 1.448
7 H 1.709 0.004 -0.217  N6 1.018
8 H -1.711 -0.333 3.101  C18 1.081
9 C 0.027 0.584 -2.166  H11 1.089, S12 1.790, C14 1.530, H15 1.101
10 H -0.850 0.146 1.531  C18 1.074
11 H -0.876 0.102 -1.794  C9 1.089
12 S -0.315 1.494 -3.669  H3 1.351, C9 1.790
13 H 0.266 -2.040 1.479  C5 1.089
14 C 0.698 1.501 -1.141  H1 1.101, N6 1.448, C9 1.530, H16 1.089
15 H 0.711 -0.216 -2.490  C9 1.101
16 H -0.003 2.276 -0.834  C14 1.089
17 H -0.089 -3.439 3.085  O2 0.968
18 C -1.094 -0.608 2.257  C5 1.321, H8 1.081, H10 1.074